{
  "formula": "C22H23N5O2S",
  "method": "ωB97M-V/def2-TZVPD",
  "species": ["C", "H", "H", "H", "C", "C", "H", "H", "H", "C", "H", "C", "N", "C", "N", "C", "C", "H", "H", "C", "N", "C", "C", "C", "C", "C", "C", "N", "C", "N", "S", "O", "O", "C", "C", "C", "C", "C", "C", "H", "H", "H", "H", "H", "H", "H", "H", "H", "H", "H", "H", "H", "H"],
  "positions_angstrom": [[-4.1743, -2.9297, -2.8045], [-4.1313, -2.4910, -3.7990], [-4.5845, -3.9333, -2.8911], [-3.1602, -3.0110, -2.4214], [-5.0504, -2.0841, -1.8821], [-5.1553, -2.7303, -0.5022], [-5.7476, -2.1113, 0.1684], [-5.6356, -3.7032, -0.5804], [-4.1691, -2.8717, -0.0677], [-4.5444, -0.6367, -1.7925], [-5.3133, -0.0186, -1.3236], [-3.2360, -0.5072, -1.0114], [-2.5183, 0.6934, -1.3777], [-1.0837, 0.7220, -1.3804], [-0.7265, 2.1215, -1.1876], [-1.9467, 2.8459, -1.0784], [-2.9641, 1.9843, -1.1285], [-4.0148, 2.1832, -1.0723], [-1.9126, 3.9036, -0.9331], [0.2422, 2.1832, -0.2045], [0.8750, 3.2265, 0.2216], [1.8309, 2.9705, 1.1689], [2.5997, 4.0344, 1.6595], [3.5680, 3.8066, 2.6054], [3.7975, 2.5156, 3.0899], [3.0563, 1.4557, 2.6289], [2.0611, 1.6617, 1.6658], [1.3301, 0.5835, 1.2343], [0.4684, 0.8547, 0.3090], [-0.3962, -0.0129, -0.2967], [-0.2068, -1.7038, -0.2985], [-1.0726, -2.2579, 0.6947], [-0.4251, -2.0990, -1.6612], [1.4984, -1.9241, 0.1532], [1.8112, -2.3749, 1.4189], [3.1443, -2.5054, 1.7687], [4.1341, -2.1804, 0.8538], [3.8016, -1.7388, -0.4175], [2.4698, -1.6112, -0.7755], [2.1742, -1.2773, -1.7580], [4.5772, -1.4912, -1.1260], [5.1734, -2.2721, 1.1322], [3.4118, -2.8532, 2.7549], [1.0097, -2.6027, 2.1022], [3.2155, 0.4497, 2.9849], [4.5646, 2.3547, 3.8330], [4.1601, 4.6283, 2.9800], [2.4091, 5.0211, 1.2677], [-0.6988, 0.3163, -2.3350], [-3.4239, -0.5367, 0.0694], [-2.5791, -1.3388, -1.2599], [-4.3802, -0.2566, -2.8029], [-6.0564, -2.0438, -2.3188]],
  "atomic_forces_ev_per_a": [[-0.2, 0.2, 0.1], [0.0, 0.0, -0.1], [0.0, -0.1, 0.0], [0.2, -0.1, 0.0], [0.0, 0.1, 0.0], [-0.1, 0.1, -0.3], [-0.1, 0.0, 0.2], [0.0, -0.1, 0.1], [0.1, 0.0, 0.1], [0.0, -0.2, 0.0], [0.0, 0.1, 0.0], [-0.2, 0.0, -0.1], [0.1, 0.2, 0.0], [0.0, -0.9, -1.3], [0.1, -0.2, -0.2], [-0.5, 0.1, 0.3], [0.2, 0.3, 0.0], [-0.2, 0.1, 0.0], [-0.1, 0.2, 0.0], [0.7, 0.3, 0.4], [-0.7, -0.4, -0.6], [0.2, -0.3, 0.4], [0.1, -0.1, 0.1], [0.0, 0.2, -0.1], [0.0, -0.2, 0.1], [0.1, 0.2, 0.0], [0.1, 0.4, -0.1], [-0.6, 0.2, -0.4], [0.9, 0.6, 1.1], [-0.1, -0.8, 0.1], [0.0, 0.2, -0.1], [0.4, 0.1, 0.3], [0.3, 0.1, -0.1], [-0.5, -0.2, -0.2], [-0.1, -0.1, 0.1], [-0.1, 0.0, 0.0], [0.0, 0.0, 0.0], [-0.1, 0.1, -0.1], [0.0, 0.0, -0.2], [0.1, 0.1, -0.2], [0.0, 0.0, -0.1], [0.1, 0.0, 0.0], [0.0, 0.0, 0.1], [0.0, 0.0, 0.2], [0.0, -0.1, 0.0], [0.1, 0.0, 0.1], [0.0, 0.1, 0.0], [0.0, 0.1, 0.0], [-0.1, 0.1, 0.3], [0.1, -0.1, -0.1], [-0.2, 0.0, 0.0], [0.0, 0.1, 0.0], [0.1, 0.0, 0.0]],
  "nbo_charge": [-0.61, 0.21, 0.21, 0.21, -0.20, -0.61, 0.20, 0.21, 0.21, -0.40, 0.20, -0.22, -0.44, 0.31, -0.41, -0.12, -0.03, 0.22, 0.23, 0.36, -0.40, 0.07, -0.19, -0.22, -0.21, -0.21, 0.18, -0.46, 0.34, -0.68, 2.32, -0.91, -0.94, -0.34, -0.10, -0.22, -0.18, -0.21, -0.17, 0.23, 0.22, 0.22, 0.22, 0.24, 0.22, 0.21, 0.21, 0.22, 0.19, 0.19, 0.22, 0.21, 0.20],
  "de_lowest_kcal_mol": 36.9,
  "e_lumo_ev": 0.16,
  "homo_energy_ev": -7.6,
  "smiles": "CC(C)CCN1C=CN2c3nc4ccccc4nc3N(S(=O)(=O)c3ccccc3)[C@@H]12",
  "e_tot_ha": -1674.56712
}

{
  "formula": "C22H23N6O10OsSSi",
  "method": "ωB97M-V/def2-TZVPD",
  "species": ["Os", "C", "Si", "C", "C", "H", "H", "H", "H", "H", "H", "H", "H", "H", "C", "N", "C", "C", "C", "N", "C", "O", "N", "H", "H", "H", "H", "H", "H", "H", "O", "C", "N", "S", "O", "O", "C", "C", "C", "C", "C", "C", "H", "H", "H", "H", "O", "C", "O", "C", "C", "C", "C", "C", "C", "N", "O", "O", "N", "O", "O", "H", "H", "H"],
  "positions_angstrom": [[0.6005, 0.5672, 0.1557], [3.3856, -0.2734, 2.4010], [3.0890, 0.4067, 0.7020], [3.8967, -0.5895, -0.6423], [3.7933, 2.1338, 0.6592], [4.4624, -0.4555, 2.4732], [2.8591, -1.2018, 2.6039], [3.1045, 0.4487, 3.1693], [4.9709, -0.3844, -0.6343], [3.5039, -0.3499, -1.6306], [3.7645, -1.6633, -0.4895], [4.8571, 2.0676, 0.9088], [3.3287, 2.7850, 1.4041], [3.7119, 2.6074, -0.3207], [-0.5414, 4.5759, 2.5233], [0.0718, 4.2404, 1.2317], [0.1931, 5.1548, 0.2285], [0.6514, 4.8252, -0.9983], [0.9903, 3.4659, -1.2404], [0.9112, 2.6016, -0.2244], [0.3910, 2.9608, 0.9542], [0.2724, 1.9805, 1.7347], [1.4342, 3.0246, -2.4094], [-0.2258, 5.5740, 2.8129], [-0.2152, 3.8535, 3.2642], [-1.6257, 4.5346, 2.4355], [-0.1233, 6.1589, 0.4732], [0.6905, 5.5566, -1.7899], [1.4384, 3.6281, -3.2139], [1.5313, 2.0312, -2.5562], [-1.8202, 3.2326, -0.6553], [-2.1383, 2.0657, -0.7954], [-1.2610, 0.9997, -0.8329], [-2.0919, -0.4579, -0.7798], [-1.8393, -1.2753, -1.9262], [-1.7858, -1.0150, 0.5212], [-3.6861, 0.2396, -0.8869], [-4.8986, -0.4017, -1.0449], [-6.0105, 0.4060, -1.2425], [-5.8941, 1.7951, -1.2790], [-4.6619, 2.4148, -1.1216], [-3.5530, 1.6101, -0.9332], [-4.9791, -1.4799, -1.0234], [-6.9808, -0.0517, -1.3803], [-6.7781, 2.3962, -1.4442], [-4.5560, 3.4907, -1.1562], [0.8499, -1.1847, 1.2520], [0.7115, -1.8703, 0.1722], [0.8350, -1.2014, -0.8942], [0.5072, -3.3180, 0.1592], [0.0691, -3.9311, -1.0100], [-0.0342, -5.3051, -1.0155], [0.2895, -6.0852, 0.0778], [0.7094, -5.4322, 1.2198], [0.8109, -4.0596, 1.2947], [1.1057, -6.2402, 2.3976], [0.9770, -7.4398, 2.3118], [1.5352, -5.6360, 3.3572], [-0.4766, -5.9798, -2.2592], [-0.7606, -7.1538, -2.1762], [-0.5179, -5.3040, -3.2641], [-0.1978, -3.3477, -1.8803], [0.2234, -7.1624, 0.0404], [1.1258, -3.5828, 2.2119]],
  "atomic_forces_ev_per_a": [[-1.2, -1.0, 3.4], [-0.2, 0.0, 0.2], [0.3, 0.8, -1.0], [0.0, -0.3, 0.0], [0.0, 0.1, 0.1], [0.0, 0.0, 0.0], [0.1, 0.0, 0.0], [0.0, 0.0, 0.0], [0.0, 0.0, 0.0], [0.0, 0.0, 0.0], [0.0, 0.0, 0.0], [0.0, 0.0, 0.0], [0.0, 0.0, 0.0], [0.0, 0.0, 0.0], [-0.1, 0.0, 0.0], [0.1, 0.1, 0.1], [0.0, 0.0, 0.0], [0.0, 0.0, 0.1], [0.4, 0.0, 0.0], [0.0, -0.1, -0.9], [0.3, 0.2, 0.3], [-0.5, -0.1, -0.1], [-0.2, 0.0, -0.1], [0.0, 0.0, 0.0], [0.0, 0.0, 0.0], [0.0, 0.0, 0.0], [0.0, 0.0, 0.0], [0.1, 0.0, 0.0], [0.0, 0.0, 0.0], [0.0, 0.0, 0.0], [0.0, 0.0, 0.0], [0.2, -0.2, 0.0], [0.1, 0.0, -0.3], [0.2, 0.0, -0.4], [0.0, 0.0, 0.0], [-0.1, 0.0, -0.1], [-0.1, 0.1, -0.1], [0.0, 0.0, 0.0], [0.0, 0.0, 0.0], [0.0, 0.0, 0.0], [0.0, 0.0, 0.0], [0.0, 0.1, 0.0], [0.0, 0.0, 0.0], [0.0, 0.0, 0.0], [0.0, 0.0, 0.0], [0.0, 0.0, 0.0], [-0.1, 0.9, -0.1], [0.6, -0.1, -0.7], [-0.2, -0.4, -0.7], [0.0, 0.0, 0.2], [0.0, 0.1, 0.0], [0.0, 0.0, -0.1], [0.0, 0.0, 0.0], [0.1, 0.0, 0.0], [0.0, 0.1, 0.0], [-0.1, 0.0, 0.0], [0.0, 0.1, 0.0], [0.0, 0.0, 0.0], [0.0, 0.0, 0.0], [0.0, 0.1, 0.0], [0.0, 0.0, 0.1], [0.0, 0.0, 0.0], [0.0, 0.0, 0.0], [0.1, 0.0, 0.0]],
  "nbo_charge": [1.09, -1.13, 1.52, -1.15, -1.15, 0.26, 0.26, 0.25, 0.25, 0.25, 0.25, 0.26, 0.23, 0.23, -0.41, -0.37, 0.15, -0.33, 0.52, -0.53, 0.80, -0.60, -0.72, 0.23, 0.25, 0.23, 0.24, 0.26, 0.42, 0.43, -0.65, 0.67, -0.92, 2.28, -0.90, -0.94, -0.25, -0.19, -0.17, -0.18, -0.15, -0.16, 0.24, 0.24, 0.23, 0.24, -0.62, 0.78, -0.61, -0.12, -0.11, 0.02, -0.13, 0.02, -0.12, 0.53, -0.34, -0.36, 0.53, -0.35, -0.35, 0.29, 0.29, 0.27],
  "charge": 1,
  "de_lowest_kcal_mol": 27.8,
  "e_lumo_ev": [-4.89, -4.83],
  "homo_energy_ev": [-11.9, -11.9],
  "e_tot_ha": -2711.09202
}

{
  "formula": "C22H23N6O4PtS2",
  "method": "ωB97M-V/def2-TZVPD",
  "species": ["Pt", "N", "C", "S", "N", "N", "C", "C", "C", "C", "C", "C", "C", "C", "C", "C", "C", "C", "N", "H", "H", "H", "H", "H", "H", "H", "H", "H", "H", "H", "O", "C", "O", "H", "C", "O", "C", "O", "H", "H", "H", "C", "C", "C", "C", "N", "C", "S", "N", "C", "H", "H", "H", "H", "H", "H", "H", "H"],
  "positions_angstrom": [[-1.8838, 1.3250, -0.6421], [-3.3279, 4.7367, 1.4612], [-2.7009, 3.7721, 0.7757], [-3.6415, 2.3495, 0.3732], [-1.4427, 3.9761, 0.4690], [-0.8863, 2.9450, -0.2238], [0.3487, 3.0124, -0.6086], [1.2202, 4.1752, -0.3478], [0.8905, 5.4322, -0.8462], [1.7332, 6.5065, -0.6152], [2.8959, 6.3355, 0.1243], [3.2221, 5.0856, 0.6299], [2.3900, 4.0033, 0.3878], [0.8319, 1.8286, -1.3466], [2.0865, 1.7405, -1.9180], [2.4307, 0.5839, -2.6087], [1.5150, -0.4456, -2.7075], [0.2676, -0.2929, -2.1193], [-0.0590, 0.8163, -1.4647], [-4.3045, 4.6599, 1.6784], [-2.8368, 5.5886, 1.6718], [-0.0233, 5.5642, -1.4096], [1.4804, 7.4813, -1.0101], [3.5484, 7.1787, 0.3070], [4.1238, 4.9522, 1.2122], [2.6427, 3.0265, 0.7831], [2.7730, 2.5696, -1.8315], [3.4055, 0.5006, -3.0701], [1.7364, -1.3573, -3.2439], [-0.4879, -1.0717, -2.1775], [-3.1228, -1.6186, 0.7604], [-3.3913, -1.3410, -0.5052], [-2.9876, -0.3777, -1.1269], [-4.1312, -2.0251, -0.9112], [-1.5728, 0.6053, 3.0361], [-2.5225, -0.1481, 2.2423], [-2.0432, -1.0062, 1.3956], [-0.9202, -1.3859, 1.2308], [-1.9150, 1.6343, 3.0064], [-0.5761, 0.5121, 2.6157], [-1.6051, 0.2183, 4.0509], [0.9162, -4.1239, 2.2725], [0.5068, -4.7303, 0.9717], [0.8558, -5.9731, 0.5392], [0.3845, -6.3870, -0.7284], [-0.3797, -5.6301, -1.4906], [-0.7410, -4.4060, -1.0635], [-1.7199, -3.3706, -1.9529], [-0.2749, -3.9814, 0.1603], [0.7577, -7.7264, -1.2765], [1.5139, -4.8244, 2.8488], [0.0372, -3.8480, 2.8571], [1.5017, -3.2187, 2.1017], [1.4715, -6.6173, 1.1479], [-0.5528, -3.0476, 0.4442], [1.1574, -8.3849, -0.5085], [1.5150, -7.5933, -2.0516], [-0.1097, -8.1829, -1.7488]],
  "atomic_forces_ev_per_a": [[0.0, -0.1, 0.0], [0.0, 0.0, 0.0], [-0.1, 0.0, -0.1], [0.0, 0.1, 0.0], [0.0, 0.0, 0.0], [0.0, 0.0, 0.0], [0.0, 0.0, 0.0], [0.0, 0.0, 0.0], [0.0, 0.0, 0.0], [0.0, 0.0, 0.0], [0.0, 0.0, 0.0], [0.0, 0.0, 0.0], [0.0, 0.0, 0.0], [0.0, 0.0, 0.0], [0.0, 0.0, 0.0], [0.0, 0.0, 0.0], [0.0, 0.0, 0.0], [-0.1, -0.1, -0.1], [-0.1, 0.0, 0.0], [0.0, 0.0, 0.0], [0.0, 0.0, 0.0], [0.0, 0.0, 0.0], [0.0, 0.0, 0.0], [0.0, 0.0, 0.0], [0.0, 0.0, 0.0], [0.0, 0.0, 0.0], [0.0, 0.0, 0.0], [0.0, 0.0, 0.0], [0.0, 0.0, 0.0], [0.1, 0.0, 0.0], [0.1, -0.1, -0.1], [-0.1, -0.2, 0.0], [0.1, 0.2, -0.2], [0.1, 0.0, -0.1], [0.0, 0.0, 0.0], [0.2, 0.1, 0.1], [-0.2, -0.2, 0.5], [0.0, 0.3, -0.1], [0.0, 0.0, 0.0], [0.0, 0.0, 0.0], [0.0, 0.0, 0.0], [0.0, 0.0, 0.0], [-0.1, 0.1, -0.1], [0.0, -0.1, -0.1], [0.0, 0.0, 0.1], [-0.1, 0.1, 0.0], [0.2, 0.0, 0.2], [-0.1, 0.0, -0.1], [0.0, -0.2, -0.1], [0.0, 0.0, 0.0], [0.0, 0.0, 0.0], [0.0, 0.0, 0.0], [0.0, 0.0, 0.0], [0.0, 0.0, 0.0], [0.0, 0.1, 0.1], [0.0, 0.0, 0.0], [0.0, 0.0, 0.0], [0.0, 0.0, 0.0]],
  "nbo_charge": [0.71, -0.76, 0.30, -0.16, -0.42, -0.19, 0.22, -0.04, -0.18, -0.20, -0.18, -0.21, -0.21, 0.16, -0.21, -0.13, -0.22, 0.07, -0.46, 0.42, 0.42, 0.23, 0.23, 0.23, 0.23, 0.22, 0.25, 0.24, 0.25, 0.25, -0.49, 0.72, -0.61, 0.20, -0.27, -0.46, 1.02, -0.61, 0.22, 0.21, 0.21, -0.66, 0.31, -0.35, 0.34, -0.48, 0.28, -0.32, -0.55, -0.66, 0.24, 0.24, 0.24, 0.24, 0.45, 0.22, 0.25, 0.25],
  "charge": 1,
  "de_lowest_kcal_mol": 20.5,
  "e_lumo_ev": -3.63,
  "homo_energy_ev": -10.5,
  "e_tot_ha": -2397.21604
}

{
  "formula": "C22H24BBrGaN4OS3",
  "method": "ωB97M-V/def2-TZVPD",
  "species": ["Ga", "C", "C", "S", "C", "C", "S", "C", "C", "S", "H", "H", "H", "H", "H", "H", "H", "H", "H", "H", "H", "H", "Br", "C", "C", "C", "C", "C", "C", "N", "N", "C", "C", "C", "C", "O", "C", "N", "C", "C", "C", "C", "H", "H", "H", "H", "H", "H", "H", "H", "H", "B", "C", "N", "H", "H", "H"],
  "positions_angstrom": [[-0.0280, 0.2405, 0.3238], [-4.1403, 0.6910, -1.0740], [-3.2148, -0.0091, -2.0560], [-1.4373, 0.3240, -1.9378], [-1.3499, 2.1137, -2.1305], [-1.5807, 3.0086, -0.8984], [-0.8924, 2.4185, 0.6689], [-2.2412, 2.2844, 1.8891], [-3.6365, 1.9377, 1.4054], [-3.7971, 0.2957, 0.6644], [-5.1613, 0.3861, -1.3069], [-4.1078, 1.7706, -1.2089], [-3.5043, 0.2306, -3.0808], [-3.3087, -1.0922, -1.9619], [-2.0753, 2.3875, -2.8978], [-0.3690, 2.3183, -2.5570], [-2.6355, 3.2223, -0.7386], [-1.0842, 3.9592, -1.0887], [-2.2498, 3.2270, 2.4354], [-1.8751, 1.5167, 2.5759], [-4.0306, 2.6803, 0.7131], [-4.2936, 1.9695, 2.2763], [-6.5284, 0.3361, 3.4005], [-5.2501, -0.9143, 4.0146], [-5.4738, -2.2675, 3.8098], [-4.5554, -3.1834, 4.2995], [-3.4042, -2.7404, 4.9371], [-3.1983, -1.3855, 5.1625], [-4.1324, -0.4686, 4.7041], [-2.5254, -3.7558, 5.4625], [-1.3101, -3.7343, 5.2436], [-0.7601, -2.7073, 4.3865], [0.1424, -1.8213, 4.9057], [0.6884, -0.7687, 4.1417], [0.3450, -0.6292, 2.8193], [0.7922, 0.3255, 2.0070], [-0.5318, -1.6094, 2.2594], [-0.7993, -1.4626, 0.9266], [-1.5332, -2.3609, 0.2975], [-2.0618, -3.4702, 0.9581], [-1.8474, -3.6138, 2.3066], [-1.0770, -2.6644, 3.0080], [-6.3678, -2.6024, 3.3022], [-4.7333, -4.2475, 4.2026], [-2.3334, -1.0414, 5.7129], [-4.0048, 0.5869, 4.9072], [0.4164, -1.9157, 5.9498], [1.3815, -0.0686, 4.5891], [-1.6948, -2.2085, -0.7585], [-2.6309, -4.1988, 0.3996], [-2.2431, -4.4756, 2.8307], [2.3266, 2.6877, -2.4478], [1.8699, 1.5131, -1.5274], [1.3468, 0.7037, -0.8857], [1.7824, 3.6445, -1.9350], [3.5205, 2.7739, -2.4607], [1.8463, 2.4016, -3.5229]],
  "atomic_forces_ev_per_a": [[0.0, 0.3, -0.1], [0.0, 0.0, -0.1], [0.0, -0.1, 0.1], [0.0, 0.0, 0.0], [0.0, 0.1, 0.0], [-0.2, 0.1, 0.0], [0.2, 0.2, 0.0], [0.0, -0.1, 0.0], [0.0, 0.0, 0.0], [0.1, 0.0, 0.0], [0.0, 0.0, 0.0], [0.0, 0.0, 0.0], [0.0, 0.0, 0.0], [0.0, 0.0, 0.0], [0.0, 0.0, 0.0], [0.1, 0.0, 0.0], [0.0, -0.1, 0.0], [0.0, 0.0, 0.0], [0.0, 0.0, 0.0], [0.0, 0.0, 0.0], [0.0, 0.0, 0.0], [0.0, 0.0, 0.0], [0.0, 0.0, 0.0], [0.0, -0.1, 0.0], [0.0, 0.0, 0.0], [0.0, 0.0, 0.0], [0.0, -0.1, 0.1], [-0.1, 0.1, 0.0], [0.0, 0.0, 0.0], [-0.1, 0.0, -0.1], [0.1, 0.2, -0.1], [0.1, -0.2, 0.2], [0.0, 0.0, 0.0], [0.0, 0.0, 0.0], [-0.1, -0.1, -0.1], [-0.2, -0.1, 0.1], [0.1, 0.2, -0.1], [0.1, -0.3, 0.0], [0.0, 0.0, 0.1], [0.0, 0.0, 0.0], [0.0, 0.0, 0.0], [0.1, 0.0, -0.1], [0.0, 0.0, 0.0], [0.0, 0.0, 0.0], [-0.1, 0.0, 0.0], [0.0, 0.0, 0.0], [0.0, 0.0, 0.0], [0.0, 0.0, 0.0], [0.0, 0.0, -0.1], [0.0, 0.0, 0.0], [0.0, 0.0, 0.0], [0.0, -0.2, 0.0], [0.1, 0.6, -0.5], [-0.1, -0.6, 0.4], [0.0, 0.0, 0.0], [0.0, 0.0, 0.0], [0.0, 0.0, 0.0]],
  "nbo_charge": [1.61, -0.54, -0.54, 0.31, -0.57, -0.55, 0.35, -0.52, -0.55, 0.22, 0.25, 0.22, 0.25, 0.24, 0.26, 0.29, 0.23, 0.27, 0.25, 0.25, 0.23, 0.26, 0.08, -0.09, -0.22, -0.20, 0.03, -0.17, -0.26, -0.08, -0.09, 0.04, -0.17, -0.24, 0.31, -0.83, 0.10, -0.60, 0.12, -0.26, -0.08, -0.02, 0.24, 0.24, 0.23, 0.23, 0.25, 0.25, 0.21, 0.25, 0.25, -0.60, 0.57, -0.81, 0.03, 0.07, 0.04],
  "charge": 1,
  "de_lowest_kcal_mol": 0.5,
  "e_lumo_ev": -3.97,
  "homo_energy_ev": -11.1,
  "e_tot_ha": -6865.00928
}